No. 1
The following is a quantum chemistry calculation of a molecular structure, C25H22Br2NO5STb at a distorted geometry, from the OMol25 dataset.

Maximum force, Eh/bohr: 0.0729
LUMO level (alpha / beta), eV: -0.6 / -0.6
Charge: 0
Spin multiplicity: 7
<S²>: 12.705

Each line ends with the Löwdin spin population.
CARTESIAN COORDINATES (ANGSTROEM)
Tb 0.2454 0.2008 -1.4850  6.124
Br 3.9631 -3.0186 -3.6415  0.000
C 3.7422 -2.3076 -1.8650  0.000
C 4.7265 -2.6947 -0.9604  0.000
C 4.6676 -2.2427 0.3452  0.000
Br 6.0736 -2.8408 1.4937  0.000
C 3.6260 -1.3958 0.7745  0.000
C 3.5456 -0.9202 2.1082  0.001
C 2.5183 -0.0883 2.5212  0.000
C 1.5822 0.2556 1.5842  -0.001
N 1.6202 -0.1717 0.3116  -0.017
C 2.6143 -0.9957 -0.1482  0.000
C 2.6517 -1.4556 -1.5254  -0.001
O 1.7695 -1.1320 -2.4102  -0.016
H 5.5308 -3.3464 -1.2851  0.000
H 4.2903 -1.1955 2.8482  0.000
H 2.4554 0.2754 3.5379  0.000
H 0.7450 0.9023 1.8215  0.000
C 0.3710 6.8849 0.9471  0.000
O -0.6109 6.2209 1.7336  0.000
C -0.8108 4.8970 1.4434  0.001
C -1.7541 4.2575 2.2292  0.000
C -2.0382 2.9073 2.0139  0.001
C -1.4041 2.1623 0.9925  0.001
C -1.8248 0.6994 0.7875  0.002
C -2.9452 0.1244 1.6295  0.000
O -1.3042 -0.0817 -0.0096  -0.017
C -0.4026 2.7836 0.1813  0.000
O 0.2723 2.2182 -0.7410  -0.015
C -0.1577 4.1584 0.4562  0.000
H 0.4232 7.9237 1.2878  0.000
H 0.0904 6.8997 -0.1116  0.000
H 1.3618 6.4410 1.0915  0.000
H -2.2691 4.8048 3.0102  0.000
H -2.7679 2.4634 2.6788  0.000
H -3.6833 0.8556 1.9531  0.000
H -2.5173 -0.3972 2.4899  0.000
H -3.4986 -0.5969 1.0172  0.000
H 0.5993 4.6312 -0.1694  0.000
C -2.3714 -2.3026 -4.1112  -0.006
S -1.4387 -1.2953 -2.9293  -0.022
O -2.2960 -0.1134 -2.5810  -0.007
C -1.5604 -2.4319 -1.5289  -0.003
C -0.7219 -3.5515 -1.4732  -0.001
C -0.8045 -4.4379 -0.3973  0.000
C -1.7207 -4.2072 0.6281  -0.001
C -2.5523 -3.0891 0.5820  0.000
C -2.4708 -2.2017 -0.4925  -0.001
H -3.3596 -2.5367 -3.7074  -0.001
H -1.8236 -3.2235 -4.3248  0.000
H -2.4861 -1.7316 -5.0357  0.000
H 0.0040 -3.7402 -2.2599  0.000
H -0.1514 -5.3059 -0.3555  0.000
H -1.7832 -4.8955 1.4674  0.000
H -3.2623 -2.9039 1.3842  0.000
H -3.1199 -1.3285 -0.5156  0.000
H 0.4220 1.2102 -3.2863  -0.020


No. 2
The following is a quantum chemistry calculation of a molecular structure, C25H22CaN14O5SSe2 at a distorted geometry, from the OMol25 dataset.

Maximum force, Eh/bohr: 0.0527
LUMO level, eV: 4.1
Energy relative to the best compared isomer or geometry (same formula, charge and spin), eV: 1.431
Charge: -2

Each line ends with the natural charge from an NBO analysis.
CARTESIAN COORDINATES (ANGSTROEM)
Ca -0.6441 0.1054 -0.0439  1.725
Se 2.1003 0.9726 -0.5937  0.467
Se 3.7964 0.8229 1.4359  -0.159
C 2.5050 1.1057 2.8149  0.076
C 2.9190 1.1504 4.1539  -0.284
C 1.9724 1.3441 5.1386  -0.176
C 0.6358 1.4875 4.7806  -0.299
C 0.3192 1.4515 3.4344  0.058
N 1.2286 1.2694 2.4781  -0.488
C 2.1162 -0.8818 -1.0400  0.050
C 3.2624 -1.5773 -1.4041  -0.248
C 3.1129 -2.8790 -1.8443  -0.166
C 1.8396 -3.4249 -1.9330  -0.256
C 0.7627 -2.6509 -1.5416  0.101
N 0.9087 -1.4147 -1.0875  -0.523
H 3.9696 1.0355 4.3843  0.210
H 2.2670 1.3813 6.1813  0.197
H -0.1367 1.6257 5.5253  0.207
H -0.7048 1.5778 3.0929  0.208
H 4.2252 -1.0923 -1.3304  0.221
H 3.9808 -3.4605 -2.1313  0.200
H 1.6839 -4.4328 -2.2925  0.206
H -0.2537 -3.0257 -1.5826  0.201
O 0.3418 -0.3675 -3.7493  -1.021
S -0.2960 0.6433 -2.9301  2.606
O -0.9664 1.6934 -3.6888  -1.050
O -1.2531 0.0340 -1.9745  -1.123
O 0.8121 1.4043 -2.1464  -1.054
N -2.6931 -1.9479 2.0107  -0.603
C -1.3646 -2.2965 1.9102  0.426
N -0.9245 -3.4958 2.2729  -0.425
N 0.3999 -3.4411 2.0472  -0.132
N 0.7291 -2.2893 1.5767  -0.143
N -0.3754 -1.5060 1.4707  -0.560
C -3.2267 -0.7290 1.6720  0.437
N -4.4766 -0.3874 1.9670  -0.419
N -4.6059 0.8539 1.4717  -0.126
N -3.5062 1.2341 0.9198  -0.159
N -2.5797 0.2455 1.0217  -0.570
H -3.2895 -2.5846 2.5049  0.411
C 2.8396 5.8878 -5.2765  -0.620
C 1.3718 5.8315 -4.9398  -0.058
C 0.5783 6.9714 -5.0065  -0.208
C -0.7659 6.9231 -4.6746  -0.286
C -1.3553 5.7261 -4.2703  0.223
N -2.7241 5.7655 -3.9358  -0.661
C -3.5823 4.8132 -3.4089  0.795
O -4.7478 4.7962 -3.7877  -0.664
N -3.1511 3.9601 -2.4366  -0.622
C -2.0357 3.9321 -1.5888  0.187
C -1.2423 5.0226 -1.2735  -0.221
C -0.1806 4.8353 -0.3981  -0.248
C 0.0338 3.5896 0.1527  0.024
N -0.7612 2.5493 -0.1039  -0.494
C -1.7580 2.7155 -0.9567  0.042
C -0.5832 4.5684 -4.2445  -0.263
C 0.7624 4.6381 -4.5659  -0.174
H 3.1873 6.9201 -5.3280  0.198
H 3.0373 5.4112 -6.2397  0.209
H 3.4284 5.3606 -4.5248  0.221
H 1.0161 7.9161 -5.3114  0.192
H -1.3700 7.8234 -4.7269  0.193
H -3.2504 6.4530 -4.4481  0.398
H -3.7712 3.1728 -2.3175  0.426
H -1.4331 5.9988 -1.6948  0.216
H 0.4694 5.6626 -0.1464  0.207
H 0.8678 3.4007 0.8176  0.211
H -2.3708 1.8559 -1.1773  0.234
H -1.0041 3.5988 -4.0030  0.291
H 1.3389 3.7210 -4.5132  0.232


No. 3
The following is a quantum chemistry calculation of a molecular structure, C25H22FeN3O5 at a distorted geometry, from the OMol25 dataset.

Maximum force, Eh/bohr: 0.1031
LUMO level (alpha / beta), eV: 0.0 / -3.0
Energy relative to the best compared isomer or geometry (same formula, charge and spin), eV: 0.000
Charge: 0
Spin multiplicity: 6
<S²>: 8.892

Each line ends with the natural charge from an NBO analysis.
CARTESIAN COORDINATES (ANGSTROEM)
C -2.8082 -2.7454 -0.0171  -0.419
N -2.4786 -1.4802 -0.6432  -0.287
C -1.1278 -0.8918 -0.5523  0.106
H -1.0193 -0.3244 0.4256  0.229
C -0.0327 -1.9244 -0.6982  -0.141
C -0.0309 -2.6747 -1.8863  -0.272
C 0.9288 -3.6400 -2.1027  -0.202
C 1.9057 -3.8591 -1.1103  0.000
N 2.9406 -4.8254 -1.3248  0.434
O 3.7888 -4.9929 -0.4112  -0.515
O 2.9843 -5.4700 -2.4022  -0.513
C 1.8951 -3.1319 0.0938  -0.227
C 0.9222 -2.1594 0.3084  -0.239
N -1.1989 0.0944 -1.6398  -0.295
C -0.0380 0.8311 -2.1060  -0.424
C -2.3949 0.0177 -2.3202  0.245
C -3.1831 -0.9705 -1.7077  0.172
C -4.3730 -1.4354 -2.2777  -0.239
C -4.8121 -0.8074 -3.4402  -0.174
C -4.0507 0.2015 -4.0462  -0.179
C -2.8113 0.6006 -3.5278  -0.252
H -3.8232 -3.0364 -0.2963  0.212
H -2.1447 -3.5732 -0.3176  0.248
H -2.7619 -2.6132 1.0690  0.222
H -0.7827 -2.5042 -2.6517  0.195
H 0.9567 -4.2223 -3.0117  0.245
H 2.6670 -3.3481 0.8296  0.251
H 0.9028 -1.5954 1.2478  0.200
H -0.3454 1.4919 -2.9224  0.211
H 0.3622 1.4367 -1.2862  0.237
H 0.7768 0.1948 -2.4934  0.246
H -4.9053 -2.2532 -1.8062  0.231
H -5.7526 -1.1116 -3.8874  0.231
H -4.4304 0.6736 -4.9479  0.231
H -2.1765 1.3322 -4.0221  0.232
O 5.0897 1.2143 2.8361  -0.480
C 4.1647 1.9168 2.9169  0.588
Fe 2.7211 2.8740 2.5939  -0.100
C 3.6365 4.4241 2.1538  0.606
O 4.0671 5.3693 1.6355  -0.475
C 2.6407 2.4186 0.9094  0.590
O 2.4335 2.1188 -0.1999  -0.519
C 0.3418 4.0286 2.3440  -0.195
C -0.4644 2.8888 2.1852  -0.272
C 0.0577 1.6151 2.2367  -0.154
C 1.3878 1.4006 2.7615  -0.429
C 1.7168 1.8906 4.0836  -0.148
C 1.5628 3.2250 4.3890  -0.300
C 1.3306 4.1713 3.3368  -0.313
H 0.1922 4.9043 1.6957  0.222
H -1.5167 3.0251 1.9321  0.220
H -0.5090 0.7503 1.9011  0.196
H 1.8756 0.4614 2.4593  0.241
H 2.1417 1.2073 4.8163  0.243
H 1.8698 3.6182 5.3662  0.236
H 1.7110 5.1933 3.5294  0.246


No. 4
The following is a quantum chemistry calculation of a molecular structure, C25H22N3O2S4SbSc, from the OMol25 dataset.

Maximum force, Eh/bohr: 0.0076
LUMO level, eV: -3.0
Energy relative to the best compared isomer or geometry (same formula, charge and spin), eV: 0.228
Charge: +1

Each line ends with the natural charge from an NBO analysis.
CARTESIAN COORDINATES (ANGSTROEM)
Sc 1.3659 1.9940 0.0910  1.321
O -2.3210 3.4867 5.3576  -0.543
C -1.5431 3.3862 4.4532  0.208
S 0.0028 2.5023 4.5800  0.346
C 0.4976 2.7335 2.9209  -0.399
C -0.2987 3.4887 2.1362  -0.394
S -0.0120 3.8976 0.4496  -0.214
S -1.7649 4.1160 2.8508  0.374
S 1.9746 1.9315 2.3934  -0.262
C -0.7051 -4.7241 0.3339  -0.175
C 0.4283 -3.9578 0.5637  -0.215
C 0.3652 -2.5759 0.4369  -0.258
C -0.8269 -1.9555 0.0820  -0.269
C -1.9616 -2.7302 -0.1467  -0.239
C -1.9004 -4.1098 -0.0218  -0.197
Sb -0.9283 0.1445 -0.0813  1.076
C -2.4413 0.6300 1.3044  -0.273
C -2.0646 0.4311 2.6317  -0.267
C -2.9707 0.6414 3.6598  -0.195
C -4.2584 1.0737 3.3697  -0.185
C -4.6373 1.2741 2.0505  -0.199
C -3.7376 1.0413 1.0189  -0.240
C -1.5718 0.4080 -2.0817  -0.275
C -2.7300 1.0384 -2.5184  -0.244
C -2.9823 1.1726 -3.8784  -0.192
C -2.0831 0.6789 -4.8120  -0.192
C -0.9194 0.0515 -4.3843  -0.190
C -0.6673 -0.0779 -3.0272  -0.270
H -0.6610 -5.8021 0.4344  0.225
H 1.3585 -4.4349 0.8464  0.216
H 1.2535 -1.9805 0.6234  0.195
H -2.9028 -2.2640 -0.4204  0.223
H -2.7859 -4.7065 -0.1993  0.229
H -1.0596 0.1025 2.8809  0.218
H -2.6667 0.4820 4.6864  0.232
H -4.9617 1.2553 4.1725  0.231
H -5.6411 1.6078 1.8174  0.226
H -4.0702 1.1901 -0.0009  0.207
H -3.4439 1.4505 -1.8170  0.215
H -3.8886 1.6677 -4.2066  0.228
H -2.2872 0.7845 -5.8704  0.227
H -0.2112 -0.3384 -5.1060  0.219
H 0.2409 -0.5799 -2.7096  0.200
C 6.1364 -1.2268 -1.4134  -0.421
N 4.9346 -0.4236 -1.2474  -0.362
C 4.5070 0.6031 -2.1858  -0.314
C 3.2972 1.1393 -1.4597  0.670
O 2.5404 2.0764 -1.7656  -0.640
N 3.1097 0.4720 -0.3095  -0.667
C 4.1261 -0.4074 -0.1876  0.673
N 4.2619 -1.1536 0.8929  -0.744
H 6.3116 -1.3856 -2.4738  0.239
H 5.9958 -2.2074 -0.9599  0.220
H 7.0088 -0.7372 -0.9783  0.225
H 4.2424 0.1880 -3.1590  0.258
H 5.2605 1.3811 -2.3168  0.260
H 3.6267 -0.9978 1.6606  0.445
H 5.0594 -1.7455 1.0396  0.425